Entry 1:
Computed, not measured: 12 unconnected molecules or ions with the total composition C4H35N2O11S2, with ωB97M-V/def2-TZVPD.

Cartesian coordinates (Å):
N1 2.65 1.18 2.20
C1 3.42 1.43 0.89
C2 2.42 1.55 -0.22
S1 1.68 3.20 -0.11
S2 0.92 3.59 -1.93
C3 -0.75 2.81 -1.74
C4 -1.41 3.11 -0.40
N2 -1.22 2.00 0.55
H1 3.17 1.16 3.07
H2 2.18 0.27 2.17
H3 1.90 1.87 2.36
H4 4.04 0.53 0.90
H5 3.98 2.34 1.06
H6 1.56 0.88 -0.19
H7 2.91 1.34 -1.17
H8 -0.68 1.78 -2.04
H9 -1.45 3.29 -2.44
H10 -1.05 4.04 0.05
H11 -2.49 3.22 -0.59
H12 -0.89 1.17 0.10
H13 -1.92 1.82 1.25
H14 -3.70 0.34 2.51
H15 -3.50 -1.08 2.22
O1 -2.97 -0.30 2.42
H16 0.14 -2.84 -4.73
H17 1.02 -1.56 -4.38
O2 0.22 -2.05 -4.20
H18 -0.33 -3.45 1.81
H19 0.70 -4.24 2.80
O3 0.57 -3.52 2.19
H20 -0.27 -0.15 -4.08
H21 -0.26 1.36 -4.43
O4 0.03 0.72 -3.77
H22 -4.28 -0.99 -0.96
H23 -3.45 0.06 -0.37
O5 -4.15 -0.56 -0.11
H24 -2.65 -3.07 -1.53
H25 -1.77 -2.03 -2.23
O6 -2.14 -2.27 -1.37
H26 2.00 -3.47 -2.88
H27 1.33 -2.37 -2.00
O7 1.80 -3.20 -1.98
H28 2.47 -2.44 0.10
H29 2.35 -1.45 1.29
O8 2.64 -1.53 0.37
H30 -0.04 -0.67 1.80
H31 0.58 -1.79 2.46
O9 0.74 -0.83 2.33
H32 -2.17 -1.78 1.95
H33 -2.03 -2.23 0.48
O10 -1.71 -2.39 1.38
H34 -0.56 2.19 2.47
H35 0.12 2.84 3.66
O11 0.28 2.17 2.99

The value obtained for the HOMO-LUMO gap is 0.327 hartree. The max |F| is 2.5 eV/A. Its net charge is +1. The value obtained for the HOMO energy is -0.41470 Eh. The calculation puts the electronic energy at -51884.069 eV.



Entry 2:
Computed, not measured: 2 unconnected molecules or ions with the total composition C21H28N5O2S3, with ωB97M-V/def2-TZVPD.

Cartesian coordinates (Å):
C1 -6.82 -2.14 -1.85
N1 -5.41 -2.05 -1.54
C2 -4.76 -3.33 -1.67
C3 -3.34 -3.26 -1.15
N2 -2.62 -2.10 -1.68
C4 -1.22 -2.09 -1.45
S1 -0.53 -3.60 -1.15
S2 -0.17 -0.78 -1.58
C5 -3.33 -0.83 -1.77
C6 -4.73 -1.02 -2.30
H1 -7.28 -1.16 -1.70
H2 -6.99 -2.46 -2.89
H3 -7.27 -2.86 -1.18
H4 -5.35 -4.04 -1.06
H5 -4.76 -3.71 -2.71
H6 -3.36 -3.26 -0.04
H7 -2.86 -4.20 -1.49
H8 -3.39 -0.33 -0.78
H9 -2.78 -0.16 -2.46
H10 -4.69 -1.28 -3.38
H11 -5.30 -0.09 -2.18
C7 -1.96 -0.10 4.44
N3 -0.67 0.58 4.37
C8 -0.72 1.91 5.00
C9 0.20 0.32 3.29
C10 -0.12 0.75 1.99
C11 0.83 0.71 0.99
C12 1.99 -0.10 1.16
C13 2.89 -0.38 0.03
C14 3.56 0.61 -0.65
C15 4.75 0.22 -1.43
O1 5.16 -0.94 -1.43
N4 5.47 1.26 -2.09
C16 6.60 0.83 -2.91
C17 5.10 2.60 -2.13
S3 5.79 3.75 -3.13
N5 4.07 2.93 -1.26
C18 3.73 4.36 -1.21
C19 3.42 2.05 -0.36
O2 2.82 2.52 0.61
C20 2.28 -0.58 2.47
C21 1.44 -0.31 3.52
H12 -1.88 -1.07 3.94
H13 -2.22 -0.26 5.50
H14 -2.76 0.50 3.98
H15 0.25 2.41 4.87
H16 -1.51 2.54 4.57
H17 -0.93 1.79 6.07
H18 -1.09 1.21 1.81
H19 0.68 1.29 0.08
H20 3.17 -1.43 -0.22
H21 6.98 1.72 -3.43
H22 7.40 0.41 -2.30
H23 6.26 0.11 -3.66
H24 2.96 4.54 -0.46
H25 4.63 4.95 -0.99
H26 3.39 4.67 -2.21
H27 3.25 -1.07 2.62
H28 1.71 -0.55 4.55

The value obtained for the HOMO-LUMO gap is 0.170 hartree. The max |F| is 2.2 eV/A. Its net charge is -1. The value obtained for the HOMO energy is -0.11886 Eh. The calculation puts the electronic energy at -66283.406 eV.



Entry 3:
Computed, not measured: 2 unconnected molecules or ions with the total composition C3H6N2O, with ωB97M-V/def2-TZVPD.

Cartesian coordinates (Å):
C1 -0.69 -0.93 -0.36
C2 0.68 -0.48 -0.42
C3 -1.76 -0.14 0.34
N1 2.70 0.41 0.01
N2 1.48 0.55 -0.24
O1 0.38 -1.50 0.42
H1 -1.03 -1.59 -1.15
H2 1.22 2.31 -0.60
H3 -2.39 0.34 -0.40
H4 -1.32 0.61 0.99
H5 -2.38 -0.81 0.95
H6 3.11 1.23 0.45

The value obtained for the HOMO-LUMO gap (spin up / spin down) is 0.285 / 0.305 hartree. The max |F| is 2.0 eV/A. Its net charge is 0. The value obtained for the HOMO energy (spin up / spin down) is -0.30305 / -0.30075 Eh. The calculation puts the electronic energy at -8228.793 eV.



Entry 4:
Computed, not measured: 3 unconnected molecules or ions with the total composition C3H13NO2, with ωB97M-V/def2-TZVPD.

Cartesian coordinates (Å):
C1 0.14 1.32 0.51
N1 0.81 0.20 -0.14
C2 -0.08 -0.71 -0.93
C3 2.04 0.56 -0.97
H1 -0.20 2.09 -0.12
H2 0.70 1.80 1.29
H3 -0.67 0.80 1.03
H4 -0.82 -0.01 -1.39
H5 0.40 -1.23 -1.75
H6 -0.48 -1.39 -0.21
H7 1.73 0.60 -1.98
H8 2.99 0.01 -0.67
H9 2.58 1.43 -0.60
O1 0.19 -1.66 1.42
H10 -0.20 -1.61 2.20
H11 0.81 -0.86 1.28
O2 -3.45 -0.05 0.54
H12 -3.79 -0.48 -0.23
H13 -2.69 -0.80 0.73

The value obtained for the HOMO-LUMO gap is 0.345 hartree. Its SMILES is CN(C)C.O.O. The max |F| is 6.4 eV/A. Its net charge is 0. The value obtained for the HOMO energy is -0.31788 Eh. The calculation puts the electronic energy at -8904.388 eV.



Entry 5:
Computed, not measured: 5 unconnected molecules or ions with the total composition C17H42FN4O8PSi, with ωB97M-V/def2-TZVPD.

Cartesian coordinates (Å):
C1 -0.66 -2.04 2.96
O1 -0.69 -1.82 1.58
C2 -1.24 -0.54 1.28
C3 -0.39 0.33 0.35
C4 0.89 -0.24 -0.28
C5 2.15 0.42 0.33
Si1 2.45 -0.22 2.05
F1 4.01 -0.58 2.32
P1 1.70 1.14 3.70
O2 2.17 2.55 3.61
O3 0.10 0.93 3.63
O4 2.10 0.45 5.12
H1 -1.66 -1.96 3.42
H2 -0.25 -3.04 3.13
H3 -0.01 -1.31 3.46
H4 -1.36 0.02 2.22
H5 -2.26 -0.68 0.89
H6 -1.04 0.71 -0.46
H7 -0.10 1.22 0.93
H8 0.96 -1.33 -0.25
H9 0.86 0.03 -1.35
H10 3.06 0.17 -0.23
H11 2.04 1.51 0.29
H12 1.73 -1.49 2.24
H13 -0.32 0.61 4.44
H14 1.97 -0.50 5.12
C6 -1.39 -0.50 -6.35
N1 -1.87 0.03 -5.09
C7 -1.15 0.59 -4.10
C8 0.35 0.69 -4.29
O5 -1.68 1.01 -3.08
H15 -1.84 0.03 -7.18
H16 -1.65 -1.56 -6.44
H17 -0.31 -0.41 -6.41
H18 -2.86 -0.01 -4.94
H19 0.77 1.17 -3.41
H20 0.80 -0.29 -4.41
H21 0.60 1.29 -5.17
C9 -3.65 -0.24 7.92
N2 -2.97 -0.28 6.65
C10 -1.75 0.21 6.33
C11 -0.96 0.89 7.42
O6 -1.31 0.10 5.19
H22 -3.86 -1.25 8.28
H23 -4.59 0.30 7.85
H24 -3.02 0.25 8.66
H25 -3.45 -0.71 5.87
H26 -0.01 1.22 7.01
H27 -1.50 1.75 7.82
H28 -0.76 0.20 8.25
C12 9.33 2.21 1.26
N3 8.20 2.25 0.36
C13 6.95 1.74 0.57
C14 6.68 1.05 1.88
O7 6.09 1.85 -0.29
H29 9.66 3.22 1.52
H30 10.17 1.68 0.81
H31 9.06 1.70 2.18
H32 8.31 2.70 -0.53
H33 5.65 0.71 1.88
H34 7.34 0.18 2.01
H35 6.83 1.72 2.73
C15 -6.57 -1.97 -9.02
N4 -5.54 -1.19 -8.37
C16 -5.27 -1.09 -7.05
C17 -6.14 -1.88 -6.10
O8 -4.36 -0.38 -6.65
H36 -6.14 -2.70 -9.71
H37 -7.25 -1.33 -9.59
H38 -7.15 -2.50 -8.28
H39 -4.92 -0.64 -8.95
H40 -5.79 -1.68 -5.09
H41 -7.19 -1.57 -6.18
H42 -6.08 -2.95 -6.30

The value obtained for the HOMO-LUMO gap is 0.340 hartree. Its SMILES is COCCCC[Si@@H](F)P(=O)(O)O.CNC(C)=O.CNC(C)=O.CNC(C)=O.CNC(C)=O. The max |F| is 4.1 eV/A. Its net charge is 0. The value obtained for the HOMO energy is -0.32360 Eh. The calculation puts the electronic energy at -60539.416 eV.



Entry 6:
Computed, not measured: C7H6N2O3S in the gas phase, with ωB97M-V/def2-TZVPD.

Cartesian coordinates (Å):
C1 0.16 -1.41 -2.22
C2 0.06 -2.37 -1.27
C3 0.34 -0.06 -1.84
C4 0.40 0.29 -0.52
C5 0.11 -2.04 0.13
C6 0.14 -0.42 1.90
C7 -0.27 3.13 0.26
N1 0.27 -0.67 0.44
N2 -0.84 2.58 1.27
O1 -1.80 2.73 1.96
O2 0.02 -2.83 1.05
O3 0.16 0.97 2.04
S1 0.98 2.05 -0.42
H1 0.11 -1.65 -3.27
H2 -0.06 -3.41 -1.51
H3 0.45 0.70 -2.59
H4 1.01 -0.80 2.44
H5 -0.78 -0.91 2.25
H6 -0.45 4.12 -0.10

The value obtained for the HOMO-LUMO gap (spin up / spin down) is 0.239 / 0.239 hartree. The max |F| is 4.0 eV/A. Its net charge is 0. The value obtained for the HOMO energy (spin up / spin down) is -0.31718 / -0.31718 Eh. The calculation puts the electronic energy at -27307.724 eV.



Number 6 is which compound?
C7H6N2O3S